1.
28
Properties=species:S:1:pos:R:3:mulliken_charge:R:1 method="wB97M-V/def2-TZVPD" total_charge=+1 e_tot_ha=-648.8690 homo_lumo_gap_ev=11.648 de_lowest_kj_mol=0.00 molar_mass_g_mol=187.22
C -3.50 -0.23 -0.23 -0.6919
O -2.26 0.11 0.40 -0.2886
C -2.10 -0.33 1.64 0.5783
O -2.83 -0.99 2.29 -0.4372
O -0.90 0.13 2.16 -0.3994
C 0.04 0.71 1.39 0.8423
N 0.32 1.97 1.69 -0.3375
N 0.65 0.02 0.47 0.2926
C 0.42 -1.41 0.22 -0.3499
C 1.29 -1.72 -1.00 -0.8089
C 2.43 -0.71 -0.88 -0.7329
C 1.73 0.55 -0.37 -0.4337
C 1.16 1.41 -1.49 -1.1856
H -3.38 0.05 -1.28 0.2660
H -4.32 0.32 0.22 0.2999
H -3.69 -1.30 -0.13 0.3429
H 1.06 2.49 1.25 0.1818
H -0.18 2.39 2.47 0.2805
H -0.63 -1.61 0.02 0.2508
H 0.73 -1.98 1.10 0.3373
H 0.73 -1.56 -1.92 0.3180
H 1.64 -2.75 -0.98 0.3943
H 3.16 -1.05 -0.15 0.3516
H 2.93 -0.54 -1.82 0.3764
H 2.41 1.15 0.25 0.4443
H 0.63 2.28 -1.11 0.3817
H 0.47 0.84 -2.10 0.3116
H 1.98 1.75 -2.12 0.4151



2.
15
Properties=species:S:1:pos:R:3:mulliken_charge:R:1 method="wB97M-V/def2-TZVPD" smiles="C=C/C=C/N.O" e_tot_ha=-287.7387 homo_lumo_gap_ev=8.387 de_lowest_kj_mol=246.04 molar_mass_g_mol=87.12
C 2.80 -1.37 -0.32 -0.8126
C 2.02 -0.29 -0.50 -0.0497
C 1.00 0.09 0.47 -0.2207
C 0.33 1.23 0.32 -0.1316
N -0.77 1.67 1.06 -0.5431
H 3.41 -1.90 -1.02 0.2844
H 2.75 -1.84 0.66 0.2064
H 2.33 0.44 -1.24 0.2699
H 0.78 -0.70 1.17 0.2823
H 0.33 1.65 -0.69 0.2186
H -1.41 2.29 0.59 0.2724
H -1.30 0.91 1.49 0.2276
O -4.10 -1.03 -0.43 -0.6406
H -3.33 -0.49 -0.66 0.3147
H -4.84 -0.66 -0.91 0.3220